1.
Computed, not measured: a cluster of 2 separate species, C3H9NO3S in total in a non-equilibrium geometry, with wB97M-V/def2-TZVPD.

Each line ends with the natural charge from an NBO analysis.
Atoms and positions in Å:
C  0.6101  -0.3454  -0.3773  -0.234
C  0.0531  -1.8363  -0.0220  -0.416
S  0.2461  -2.9961  -1.5840  -0.113
N  0.3773  0.5110  0.7588  -0.652
C  1.2499  1.5840  0.8346  0.897
O  0.7197  2.1791  1.9294  -0.729
O  2.1837  2.0088  0.1936  -0.610
H  0.2377  0.0812  -1.3258  0.198
H  1.6857  -0.4715  -0.5680  0.217
H  0.6244  -2.3679  0.7211  0.213
H  -0.8786  -1.7811  0.2521  0.177
H  -0.8214  -3.7407  -1.1477  0.133
H  -0.5606  0.5311  1.1446  0.418
H  1.1588  3.0324  2.2717  0.501
H  -4.4176  2.7732  -0.0007  0.463
H  -4.3805  1.5007  0.6345  0.456
O  -4.2414  1.8608  -0.1933  -0.919

Max |F| = 7.0 eV Å⁻¹
Frontier orbital gap = 9.600 eV
HOMO energy = -9.227 eV
SMILES = O=C(O)NCCS.O
Charge = 0
E = -798.34483 Eh



2.
Computed, not measured: a structure of composition C24H22F6IPPdSbTe, with wB97M-V/def2-TZVPD.

Each line ends with the natural charge from an NBO analysis.
Atoms and positions in Å:
Pd  -0.1909  -1.4833  -0.0822  0.931
I  -2.8923  -0.8160  -0.1206  0.483
C  -3.2689  1.2161  0.2225  -0.038
C  -4.6319  1.3923  0.5229  -0.205
C  -5.1674  2.6465  0.7014  -0.114
C  -4.3268  3.7588  0.5652  0.072
C  -2.9578  3.6113  0.2577  -0.148
C  -2.2080  4.7863  0.1131  0.011
C  -0.8558  4.7311  -0.2050  -0.141
C  -0.2669  3.4923  -0.3633  -0.142
C  -0.9768  2.2858  -0.2200  -0.299
P  0.1605  0.8581  -0.3983  1.037
C  1.2638  0.8788  1.0074  -0.369
C  1.0228  1.6812  2.1329  -0.207
C  1.8619  1.5880  3.2281  -0.167
C  2.9279  0.6898  3.2230  -0.104
C  3.1599  -0.1273  2.1211  -0.177
C  2.3336  -0.0468  1.0133  -0.260
C  1.0803  1.0866  -1.9595  -0.468
C  0.4543  0.7636  -3.1714  0.053
C  1.1820  0.7616  -4.4179  -0.015
C  2.5186  1.0823  -4.4518  -0.221
C  3.1467  1.4014  -3.2577  0.034
C  2.4207  1.4015  -1.9995  0.040
C  -2.3607  2.3136  0.0844  -0.028
H  -5.2805  0.5298  0.6118  0.271
H  -6.2178  2.7698  0.9331  0.290
H  -4.7297  4.7572  0.6943  0.270
H  -2.6969  5.7443  0.2478  0.272
H  -0.2758  5.6377  -0.3185  0.283
H  0.7920  3.4609  -0.5913  0.240
H  0.2022  2.3863  2.1510  0.227
H  1.6967  2.2240  4.0876  0.265
H  3.5852  0.6341  4.0812  0.268
H  3.9971  -0.8126  2.1197  0.263
H  2.5493  -0.6579  0.1427  0.249
H  -0.5908  0.4733  -3.2036  0.245
H  0.6516  0.4834  -5.3210  0.280
H  3.0704  1.0767  -5.3827  0.296
H  4.2020  1.6500  -3.2374  0.273
H  2.9712  1.6521  -1.0998  0.246
F  -0.6723  -2.3628  -2.0061  -0.692
Sb  1.0813  -3.2473  -2.4325  3.178
F  0.1566  -4.8076  -2.7394  -0.614
F  0.9861  -2.4516  -4.1091  -0.642
F  2.8005  -3.8937  -2.5138  -0.613
F  1.7321  -1.5428  -1.7756  -0.722
F  0.9427  -3.5291  -0.4800  -0.724
C  -1.6038  -4.9469  3.7460  -0.898
Te  -0.9523  -4.8195  1.7414  1.137
C  0.6374  -6.1913  1.9436  -0.874
H  -0.8077  -4.5588  4.3814  0.274
H  -1.7779  -5.9990  3.9725  0.288
H  -2.5187  -4.3735  3.8627  0.268
H  0.1943  -7.1691  2.1367  0.289
H  1.2405  -5.8736  2.7931  0.274
H  1.2060  -6.1963  1.0184  0.275

Max |F| = 0.6 eV Å⁻¹
Frontier orbital gap (alpha / beta) = 7.481 / 5.255 eV
Spin multiplicity = 6
HOMO energy (alpha / beta) = -19.689 / -20.376 eV
Charge = +4
E = -2800.54979 Eh



3.
Computed, not measured: a structure of composition H10NaO5, with wB97M-V/def2-TZVPD.

Each line ends with the natural charge from an NBO analysis.
Atoms and positions in Å:
Na  -3.7657  -8.7413  -3.3152  0.949
O  -5.6217  -10.2113  -2.3477  -0.962
H  -5.0664  -10.9202  -2.0230  0.482
H  -6.3714  -10.6558  -2.7435  0.489
O  -2.3767  -8.6736  -1.4843  -0.972
H  -2.2540  -9.3156  -0.7851  0.495
H  -1.4906  -8.4782  -1.7890  0.487
O  -1.8314  -7.7357  -4.6944  -0.971
H  -2.3426  -7.7085  -5.5032  0.481
H  -1.2163  -7.0067  -4.7746  0.498
O  -5.3245  -6.9315  -2.7672  -0.963
H  -5.7714  -6.7461  -3.5931  0.479
H  -5.1470  -6.0692  -2.3915  0.495
O  -2.8412  -10.9842  -3.9040  -0.973
H  -1.9054  -11.0420  -4.0966  0.493
H  -3.2541  -11.5648  -4.5433  0.490

Max |F| = 0.7 eV Å⁻¹
Frontier orbital gap = 12.112 eV
HOMO energy = -15.499 eV
Charge = +1
E = -544.36268 Eh



4.
Computed, not measured: a structure of composition C3H2BrClF2 in a non-equilibrium geometry, with wB97M-V/def2-TZVPD.

Each line ends with the natural charge from an NBO analysis.
Atoms and positions in Å:
C  -0.0964  -0.5978  -0.9188  -0.426
C  -1.9938  2.0554  0.3045  0.560
C  -1.2871  -1.1299  -0.6603  -0.131
F  -1.9779  1.9494  -1.0239  -0.374
F  -3.0542  2.6444  0.5837  -0.313
Cl  -1.5798  -2.8005  -0.8276  0.055
Br  -2.7946  -0.2684  0.3057  0.148
H  0.8041  -1.0783  -1.2616  0.239
H  0.0354  0.5384  -0.6746  0.241

Max |F| = 3.7 eV Å⁻¹
Frontier orbital gap = 9.754 eV
HOMO energy = -9.593 eV
Charge = 0
E = -3349.30365 Eh



5.
Computed, not measured: a cluster of 3 separate species, C3H12N2O3 in total in a non-equilibrium geometry, with wB97M-V/def2-TZVPD.

Each line ends with the natural charge from an NBO analysis.
Atoms and positions in Å:
C  0.2783  -0.8379  1.7465  0.513
N  0.4148  -0.8002  0.3977  -0.648
C  1.5709  -0.0414  -0.0310  -0.226
C  1.6007  0.3554  -1.5968  -0.207
N  0.4191  0.0575  -2.2773  -0.862
O  -0.7838  -1.2816  2.1847  -0.647
H  1.0816  -0.5691  2.4685  0.139
H  -0.4401  -0.9493  -0.2467  0.460
H  2.5269  -0.7113  0.0766  0.186
H  1.6183  0.8389  0.4842  0.173
H  1.8205  1.4729  -1.7154  0.177
H  2.4974  -0.2301  -2.0714  0.192
H  -0.2709  0.8175  -2.5152  0.377
H  0.5894  -0.3987  -3.1300  0.370
H  -0.8069  2.0751  1.3008  0.465
H  -1.9671  2.0809  2.3281  0.476
O  -1.7462  1.9068  1.3854  -0.940
H  -2.3508  -1.7831  0.6328  0.477
H  -3.1371  -0.5978  0.5893  0.473
O  -2.9150  -1.4045  -0.0109  -0.949

Max |F| = 5.0 eV Å⁻¹
Frontier orbital gap = 9.937 eV
HOMO energy = -9.434 eV
SMILES = NCCNC=O.O.O
Charge = 0
E = -456.68996 Eh



6.
Computed, not measured: the molecule H2O in a non-equilibrium geometry, with wB97M-V/def2-TZVPD.

Each line ends with the natural charge from an NBO analysis.
Atoms and positions in Å:
H  -0.5957  0.6812  -0.0832  0.464
H  0.8359  0.3144  0.0869  0.465
O  -0.0454  -0.0995  -0.0028  -0.929

Max |F| = 1.1 eV Å⁻¹
Frontier orbital gap = 12.708 eV
HOMO energy = -11.642 eV
SMILES = O
Charge = 0
E = -76.43291 Eh



Copy entry 3 word for word.
Computed, not measured: a structure of composition H10NaO5, with wB97M-V/def2-TZVPD.

Each line ends with the natural charge from an NBO analysis.
Atoms and positions in Å:
Na  -3.7657  -8.7413  -3.3152  0.949
O  -5.6217  -10.2113  -2.3477  -0.962
H  -5.0664  -10.9202  -2.0230  0.482
H  -6.3714  -10.6558  -2.7435  0.489
O  -2.3767  -8.6736  -1.4843  -0.972
H  -2.2540  -9.3156  -0.7851  0.495
H  -1.4906  -8.4782  -1.7890  0.487
O  -1.8314  -7.7357  -4.6944  -0.971
H  -2.3426  -7.7085  -5.5032  0.481
H  -1.2163  -7.0067  -4.7746  0.498
O  -5.3245  -6.9315  -2.7672  -0.963
H  -5.7714  -6.7461  -3.5931  0.479
H  -5.1470  -6.0692  -2.3915  0.495
O  -2.8412  -10.9842  -3.9040  -0.973
H  -1.9054  -11.0420  -4.0966  0.493
H  -3.2541  -11.5648  -4.5433  0.490

Max |F| = 0.7 eV Å⁻¹
Frontier orbital gap = 12.112 eV
HOMO energy = -15.499 eV
Charge = +1
E = -544.36268 Eh